(1)
Density functional theory data (ωB97M-V/def2-TZVPD) for a cluster of 6 separate species, C18H30O18 in total in a non-equilibrium geometry.

Computed properties:
Multiplicity: 2
Net charge: -1
⟨S²⟩: 0.751
Molar mass in g/mol: 534.420
Orbital gap (alpha / beta) in eV: 2.59 / 10.93
LUMO energy (alpha / beta) in eV: 2.5 / 2.4
HOMO energy (alpha / beta) in eV: -0.1 / -8.5

```
66
Properties=species:S:1:pos:R:3:mulliken_spin:R:1
C 10.80565 -10.27183 -9.69069 -1.552
C 11.57436 -9.11918 -10.11556 0.798
O 12.06780 -9.53572 -11.36424 -0.330
C 11.46810 -10.70902 -11.69593 -0.006
O 11.59993 -11.27865 -12.76351 0.001
O 10.53902 -10.95335 -10.87753 0.249
H 9.90631 -10.00722 -9.13457 0.313
H 11.33015 -10.84615 -8.92704 -0.140
H 12.41490 -8.84993 -9.47596 0.284
H 10.92186 -8.26196 -10.28143 -0.059
C 6.98337 -8.34977 -5.90916 0.498
C 7.61260 -8.71268 -7.22706 0.498
O 6.50213 -9.38987 -7.91573 -0.094
C 5.72843 -9.83240 -7.00110 -0.206
O 4.82069 -10.62361 -7.23430 0.011
O 6.03784 -9.33916 -5.73521 -0.134
H 6.69860 -7.30219 -6.00701 -0.017
H 7.74945 -8.35555 -5.13380 -0.307
H 8.51168 -9.32407 -7.30430 0.523
H 7.84075 -7.82305 -7.81409 -0.217
C 9.53027 -14.19480 -12.69116 -0.002
C 10.23823 -14.29350 -11.38047 0.023
O 11.48508 -14.80109 -11.74136 0.003
C 11.46017 -15.27927 -13.02822 0.003
O 12.33583 -15.98040 -13.53764 0.000
O 10.25136 -15.04521 -13.53283 -0.001
H 9.51847 -13.18620 -13.10431 0.002
H 8.51747 -14.53696 -12.47844 0.000
H 9.89020 -15.07847 -10.70906 0.005
H 10.36875 -13.33382 -10.88040 -0.016
C 14.20883 -12.34141 -9.03071 0.067
O 14.28333 -10.87620 -9.18494 -0.127
C 15.13111 -10.09567 -8.39588 0.218
O 16.11906 -10.44736 -7.77896 -0.071
O 14.49573 -8.92097 -8.31216 -0.365
C 14.88033 -7.91083 -7.31109 0.750
H 14.12724 -12.76909 -8.03144 -0.011
H 15.15634 -12.79489 -9.32173 0.017
H 13.39268 -12.71756 -9.64757 -0.045
H 15.06866 -8.26586 -6.29788 -0.012
H 14.06285 -7.19018 -7.33345 -0.148
H 15.83909 -7.43427 -7.51544 -0.015
C 6.42688 -14.51544 -8.06359 -0.015
O 6.88521 -13.41053 -7.31841 -0.068
C 8.19506 -12.93784 -7.40533 -0.043
O 9.03543 -13.29753 -8.23982 -0.012
O 8.45662 -12.17356 -6.37689 -0.655
C 9.82618 -11.75577 -6.10320 2.077
H 7.23886 -15.23803 -7.98196 0.002
H 6.11024 -14.28639 -9.08112 -0.002
H 5.59917 -14.98023 -7.52789 -0.002
H 9.63006 -10.84966 -5.52995 -0.212
H 10.43340 -11.28787 -6.87809 -0.560
H 10.34721 -12.42628 -5.41979 0.095
C 11.34632 -6.59471 -16.65562 0.001
O 12.46113 -6.62493 -15.80814 -0.001
C 12.93790 -7.93084 -15.32004 0.015
O 12.59669 -9.02862 -15.72626 -0.001
O 13.65594 -7.65684 -14.29501 -0.001
C 14.38262 -8.66609 -13.57736 0.001
H 10.53329 -7.10324 -16.13747 0.000
H 11.54955 -7.18138 -17.55152 0.000
H 11.03358 -5.61527 -17.01756 0.000
H 14.65421 -8.20691 -12.62684 0.004
H 15.29623 -8.99593 -14.07197 -0.010
H 13.81429 -9.58466 -13.43131 -0.003
```

---

(2)
Density functional theory data (ωB97M-V/def2-TZVPD) for a structure of composition C18H31BF11NO20S4Zr in a non-equilibrium geometry.

Computed properties:
Multiplicity: 1
Net charge: 0
Molar mass in g/mol: 1020.715
Orbital gap in eV: 7.94
Relative energy (zero: lowest compared OMol25 entry of this formula, charge and spin) in kcal per mole: 143.1
LUMO energy in eV: -1.2
HOMO energy in eV: -9.2

```
87
Properties=species:S:1:pos:R:3:lowdin_charge:R:1
Zr -0.41078 0.16075 0.16416 1.882
N -1.96789 -0.58684 1.28549 -0.425
S -2.17230 -1.68903 2.39487 0.470
O -2.76196 -2.96000 2.00162 -0.212
O -2.28294 -1.27492 3.75144 -0.212
F -0.62789 -2.07428 2.24894 -0.193
S -3.66707 -0.24386 1.33207 0.593
O -4.11431 0.54836 2.49027 -0.224
O -4.44225 -1.23652 0.66095 -0.195
F -3.51129 0.87623 0.28022 -0.159
B -1.33525 0.48376 -1.86066 -0.449
H -1.39639 1.29112 -1.14744 -0.051
H -1.54333 -0.42303 -1.31416 -0.073
H -2.16435 0.59407 -2.54233 0.028
H -0.35439 0.44382 -2.30848 0.001
O 1.40497 -0.89562 -0.57143 -0.382
C 2.32423 -1.14714 0.54889 -0.257
C 2.29474 -0.06370 1.74396 -0.312
O 1.03828 0.54919 1.85139 -0.384
H 3.34963 -1.01779 0.20258 0.088
H 2.33462 -2.18938 0.86784 0.089
H 3.00004 0.72205 1.47330 0.071
H 2.83067 -0.42617 2.62117 0.098
C -3.40289 -3.32012 -4.22067 -0.051
C -2.40464 -2.69148 -3.20281 -0.221
O -1.57189 -3.75293 -2.74358 0.014
C -0.93421 -3.60980 -1.46960 -0.204
O -1.03891 -2.63806 -0.69650 0.076
C -0.25752 -4.90939 -1.04810 -0.501
F -1.05186 -5.97172 -1.46816 0.123
F 0.94825 -5.13902 -1.53039 0.194
F -0.23884 -4.88338 0.30103 0.163
H -4.16749 -3.82071 -3.62662 0.077
H -2.86356 -3.99814 -4.88212 0.076
H -3.91806 -2.65583 -4.91452 0.075
H -2.90441 -2.08759 -2.44542 0.116
H -1.94201 -1.88616 -3.77335 0.114
C -1.18648 2.08030 4.69793 -0.019
C -0.56474 3.25362 3.86979 -0.167
O -1.55210 3.74315 2.96119 0.012
C -1.89681 3.14235 1.77134 -0.213
O -1.43137 2.04302 1.41468 -0.003
C -3.20100 3.87126 1.28312 -0.502
F -4.29359 3.30822 1.78557 0.191
F -3.17723 5.18254 1.50956 0.188
F -3.28943 3.66414 -0.07829 0.120
H -0.50973 1.66104 5.44245 0.081
H -1.48961 1.32089 3.97715 0.059
H -1.91305 2.55698 5.35593 0.084
H 0.38341 3.04400 3.37465 0.114
H -0.48145 4.10981 4.53918 0.123
C 0.95767 3.96321 -4.38997 -0.021
C 0.69945 3.11242 -3.16398 -0.157
O 1.61424 3.36463 -2.06057 0.083
C 1.52924 2.92767 -0.86047 -0.259
O 0.63130 2.10735 -0.50153 -0.056
C 2.65033 3.46252 0.09437 -0.561
F 2.19053 3.62668 1.34156 0.171
F 3.70019 2.63412 0.15284 0.179
F 3.08526 4.61140 -0.29471 0.223
H 1.04552 4.98628 -4.02429 0.090
H 0.12557 3.86012 -5.08644 0.096
H 1.94863 3.68510 -4.74877 0.060
H 0.79728 2.03912 -3.32700 0.107
H -0.29515 3.29408 -2.75671 0.136
C 3.04604 0.05628 -4.24538 -0.121
C 4.07358 -0.41191 -5.27816 -0.201
O 4.39115 0.78765 -5.85142 -0.197
S 4.75998 1.93560 -4.74697 0.746
O 4.40628 3.28356 -5.22385 -0.253
O 6.11406 1.76047 -4.19048 -0.245
O 3.55937 1.35601 -3.77422 -0.238
H 3.00514 -0.51423 -3.31751 0.127
H 2.00353 0.23575 -4.50818 0.123
H 3.75316 -1.21941 -5.93648 0.147
H 4.91890 -0.76628 -4.68828 0.131
C 0.57467 -2.23327 5.44592 -0.205
C 0.88813 -3.54066 4.79605 -0.167
O -0.43188 -4.01024 4.51441 -0.227
S -1.40353 -3.73753 5.79816 0.738
O -1.03547 -4.73096 6.80746 -0.251
O -2.82385 -3.53003 5.42597 -0.239
O -0.69205 -2.28324 6.08778 -0.186
H 0.57116 -1.44640 4.69165 0.118
H 1.40658 -1.90922 6.07123 0.133
H 1.23528 -4.31827 5.47642 0.124
H 1.52598 -3.49613 3.91329 0.140
```

---

(3)
Density functional theory data (ωB97M-V/def2-TZVPD) for a cluster of 9 separate species, C18H31Cl12FN2O2 in total in a non-equilibrium geometry.

Computed properties:
Multiplicity: 2
Net charge: -1
⟨S²⟩: 0.750
Molar mass in g/mol: 751.892
Orbital gap (alpha / beta) in eV: 1.94 / 9.43
LUMO energy (alpha / beta) in eV: 2.2 / 2.2
HOMO energy (alpha / beta) in eV: 0.3 / -7.2

```
66
Properties=species:S:1:pos:R:3:mulliken_spin:R:1
C -1.27471 -1.03347 4.97542 0.065
C -0.15479 -0.06614 5.04104 0.003
O -0.14128 0.97324 5.70776 -0.008
N 0.90408 -0.45044 4.37854 0.028
C 2.08978 0.36994 4.14367 0.045
H -1.96313 -0.94201 5.81555 -0.006
H -1.02039 -2.08995 4.89017 -0.033
H -1.88469 -0.85826 4.08924 -0.006
H 0.95362 -1.44218 4.19390 -0.017
H 1.92205 0.80603 3.15889 -0.014
H 2.94941 -0.28838 4.01814 -0.008
H 2.33252 1.12618 4.89018 0.002
C -2.15735 -2.89974 1.09427 0.613
C -1.04331 -3.66625 1.79803 0.105
O -0.24934 -3.06356 2.52591 -0.174
N -1.06190 -4.96139 1.61083 -0.159
C -0.18108 -6.00664 2.12048 0.288
H -2.12273 -3.08152 0.02009 -0.060
H -2.19734 -1.83532 1.32555 -0.059
H -3.09699 -3.37148 1.38173 0.100
H -1.93271 -5.25774 1.19373 -0.164
H 0.64050 -5.91840 1.40962 0.013
H -0.67650 -6.97727 2.09764 -0.098
H 0.25805 -5.88241 3.11035 -0.010
C -1.02344 4.28091 -4.28664 -0.007
Cl 0.34912 4.08544 -5.37528 -0.001
Cl -2.29550 5.18574 -5.19863 -0.021
H -1.48448 3.36378 -3.92001 0.036
H -0.67516 4.80828 -3.39856 0.015
C -0.89308 0.60982 -0.08881 0.586
Cl 0.13688 1.42417 1.10947 -0.105
Cl -1.16621 1.59170 -1.55090 0.076
H -0.39379 -0.30681 -0.40281 -0.021
H -1.83465 0.35052 0.39525 -0.129
C -0.02003 -2.98956 -3.96119 -0.617
Cl -0.81719 -2.21302 -2.54183 0.587
Cl 1.75542 -3.15162 -3.86383 0.048
H -0.47905 -3.91760 -4.30198 -0.296
H -0.24230 -2.26462 -4.74424 0.191
C -5.16848 0.00366 0.28913 0.115
Cl -4.03410 -0.71673 -0.86067 0.004
Cl -4.92396 -0.56055 1.95315 -0.071
H -5.06540 1.08588 0.20983 0.016
H -6.14660 -0.31544 -0.07082 0.002
C -0.12439 3.52835 3.95541 0.065
Cl -1.00545 4.25988 5.34620 -0.007
Cl 0.17687 4.71954 2.62819 -0.009
H 0.82593 3.19735 4.37426 0.004
H -0.71679 2.74232 3.48710 -0.005
C 1.67168 4.58073 -0.35650 0.054
Cl 1.79430 4.24624 -2.10310 0.003
Cl 3.16168 5.27659 0.32437 -0.003
H 0.82481 5.25561 -0.23213 -0.001
H 1.44680 3.67405 0.20515 -0.014
F 3.92745 1.23428 -1.88236 -0.006
C 3.41705 0.82738 -3.08735 0.026
C 4.29494 0.43500 -4.09715 0.014
C 3.82709 -0.04923 -5.30476 -0.011
C 2.48622 0.07139 -5.63407 0.056
C 1.57606 0.45047 -4.62489 -0.078
C 2.03736 0.82298 -3.36102 0.087
H 5.35324 0.28199 -3.94555 -0.001
H 4.57372 -0.38787 -6.00780 -0.007
H 2.14523 -0.15373 -6.63379 0.016
H 0.51937 0.38545 -4.83837 -0.046
H 1.31738 1.06449 -2.59311 0.006
```